Record 1
130
Properties=species:S:1:pos:R:3:forces:R:3 method="wB97M-V/def2-TZVPD" orbital_gap_ha="0.1592 / 0.1113" total_charge=-1 fmax_ev_per_a=2.9 homo_ha="-0.173 / -0.149" e_above_lowest_kcal_mol=76.8 spin_multiplicity=1
Sn 0.031 0.487 0.394 0.99 0.79 0.86
O -1.727 -0.295 1.181 0.90 0.94 -1.21
C -1.944 -1.258 2.156 0.10 -0.82 0.29
C -0.615 -1.754 2.791 0.15 0.02 -0.03
C 0.166 -0.674 3.478 -0.07 -0.09 0.03
C 0.397 -0.684 4.848 0.03 -0.01 -0.02
C 1.037 0.390 5.439 -0.01 0.00 -0.03
C 1.403 1.467 4.652 -0.02 -0.03 -0.04
C 1.177 1.414 3.284 0.05 0.17 0.00
C 1.452 2.603 2.413 -0.01 -0.02 -0.01
C 0.112 3.202 1.891 0.35 0.10 0.29
O -0.635 2.217 1.265 -0.31 -0.61 -0.68
C -0.664 3.671 3.133 -0.07 -0.04 0.05
C -1.684 2.880 3.644 0.01 0.03 -0.03
C -2.333 3.241 4.819 -0.04 0.00 0.04
C -1.969 4.396 5.494 0.01 -0.01 -0.01
C -0.953 5.195 4.984 -0.01 -0.01 -0.01
C -0.309 4.834 3.811 0.08 0.00 -0.03
C 0.350 4.396 0.969 -0.01 0.06 -0.03
C 1.596 4.925 0.674 0.02 -0.05 0.01
C 1.719 6.029 -0.165 0.00 0.00 -0.02
C 0.593 6.621 -0.709 0.01 -0.03 0.00
C -0.662 6.096 -0.418 -0.02 0.04 -0.04
C -0.778 4.994 0.408 -0.03 -0.04 0.07
N 0.619 0.332 2.718 -0.17 -0.09 -0.21
C -2.666 -2.478 1.547 0.04 -0.04 -0.07
C -3.049 -3.561 2.332 0.06 0.05 0.06
C -3.706 -4.649 1.778 -0.01 0.01 0.00
C -4.009 -4.661 0.423 0.02 0.03 0.00
C -3.646 -3.578 -0.363 -0.02 -0.03 -0.07
C -2.973 -2.499 0.194 0.06 0.09 0.06
C -2.895 -0.662 3.204 -0.06 0.26 -0.10
C -3.873 0.231 2.769 0.05 -0.02 -0.01
C -4.789 0.769 3.655 -0.05 0.00 0.05
C -4.748 0.426 5.002 -0.02 0.00 -0.05
C -3.780 -0.458 5.446 0.02 -0.02 -0.02
C -2.862 -0.996 4.551 0.02 -0.12 0.04
H -0.806 -2.570 3.487 0.00 0.04 -0.03
H -0.035 -2.164 1.962 -0.02 -0.04 0.07
H 0.062 -1.527 5.437 0.01 0.03 -0.01
H 1.218 0.402 6.506 0.00 0.00 0.00
H 1.837 2.359 5.083 0.01 -0.01 -0.01
H 2.000 3.347 2.992 -0.01 -0.01 -0.03
H 2.057 2.320 1.552 0.03 0.02 0.00
H -1.966 1.985 3.106 -0.01 0.02 0.03
H -3.127 2.610 5.200 0.03 0.02 -0.01
H -2.478 4.678 6.407 0.00 0.00 0.01
H -0.669 6.106 5.496 0.00 0.00 0.00
H 0.473 5.470 3.411 0.00 0.01 -0.01
H 2.495 4.473 1.072 0.02 0.01 0.01
H 2.703 6.413 -0.403 0.00 0.01 0.01
H 0.690 7.476 -1.366 -0.01 0.00 0.00
H -1.549 6.547 -0.844 0.00 -0.01 0.00
H -1.751 4.574 0.633 -0.02 0.02 -0.01
H -2.847 -3.555 3.397 0.00 -0.02 0.03
H -3.991 -5.483 2.406 0.01 0.01 0.00
H -4.527 -5.506 -0.013 0.00 0.01 0.00
H -3.883 -3.575 -1.420 0.02 0.02 0.01
H -2.669 -1.658 -0.412 -0.05 -0.05 -0.08
H -3.887 0.510 1.724 -0.04 0.01 -0.01
H -5.538 1.464 3.296 0.01 0.00 0.00
H -5.461 0.851 5.698 -0.01 -0.01 0.00
H -3.730 -0.732 6.493 0.00 -0.01 -0.01
H -2.122 -1.694 4.923 -0.07 0.03 0.00
C 3.128 -0.649 1.247 -0.11 -0.09 0.25
N 2.380 0.322 0.434 -0.68 -0.52 -0.10
C 2.965 0.943 -0.532 -0.23 0.55 -0.57
C 2.260 1.893 -1.317 0.37 -0.77 0.37
C 2.725 2.812 -2.254 -0.27 0.09 -0.12
C 1.603 3.544 -2.660 0.15 -0.11 0.18
C 0.519 3.024 -1.957 -0.41 0.13 0.01
N 0.909 2.020 -1.144 -0.33 -0.63 0.44
C 4.298 -1.301 0.557 0.06 0.06 -0.06
C 4.102 -2.373 -0.305 -0.05 0.04 -0.04
C 5.165 -2.941 -0.988 0.01 -0.04 -0.02
C 6.449 -2.440 -0.811 -0.02 0.00 0.01
C 6.660 -1.379 0.057 0.00 -0.01 0.00
C 5.589 -0.815 0.736 -0.02 0.04 0.07
H 2.417 -1.404 1.590 0.03 -0.05 -0.09
H 3.491 -0.135 2.144 -0.09 0.02 0.01
H 4.012 0.758 -0.767 -0.01 0.03 0.11
H 3.745 2.924 -2.583 0.01 0.00 0.03
H 1.569 4.357 -3.367 -0.04 -0.05 -0.01
H -0.510 3.351 -1.989 0.04 -0.09 -0.06
H 3.102 -2.759 -0.433 -0.03 -0.01 -0.05
H 4.991 -3.773 -1.660 -0.02 0.01 0.01
H 7.280 -2.879 -1.347 0.00 0.00 0.00
H 7.659 -0.988 0.202 0.00 0.00 0.00
H 5.756 0.016 1.414 0.01 0.01 0.00
N -1.130 0.686 -3.116 0.56 0.21 2.88
C -1.306 0.645 -4.434 -0.51 -0.22 -2.79
C -0.188 0.468 -5.305 -0.85 0.22 1.29
C -0.402 0.404 -6.648 -1.00 0.01 -1.03
C -1.707 0.501 -7.180 -0.08 -0.10 0.73
C -2.810 0.678 -6.320 0.70 -0.18 -1.36
C -2.624 0.749 -4.974 1.28 -0.06 1.09
S -1.941 0.453 -8.950 0.34 0.35 1.01
O -3.370 0.291 -9.119 -0.37 -0.07 -0.32
O -1.128 -0.671 -9.366 0.12 -0.30 -0.43
O -1.417 1.757 -9.322 0.00 0.17 -0.57
H -1.889 1.020 -2.540 0.15 0.05 -0.14
H -0.198 0.771 -2.711 -0.42 -0.07 -0.47
H 0.799 0.392 -4.865 -0.10 0.04 -0.12
H 0.419 0.276 -7.340 0.03 -0.02 -0.03
H -3.790 0.748 -6.771 -0.03 -0.01 0.00
H -3.457 0.876 -4.292 -0.07 0.01 0.06
C 1.957 -5.201 -0.084 0.01 -0.01 0.01
C 0.721 -5.121 -0.968 -0.02 0.00 0.04
C 0.643 -3.914 -1.910 0.07 0.03 0.03
C -0.677 -4.065 -2.721 -0.11 0.00 -0.05
C -1.064 -2.937 -3.667 0.05 0.00 0.06
C 1.796 -3.923 -2.894 0.04 -0.09 -0.09
O 2.311 -4.941 -3.316 -0.07 0.07 0.06
N 2.186 -2.689 -3.325 -0.01 0.05 0.24
C 1.726 -1.450 -2.829 0.40 0.61 -0.93
O 2.089 -0.444 -3.430 0.05 -0.37 0.53
N 0.963 -1.429 -1.720 -0.42 -0.22 0.88
C 0.589 -2.587 -1.144 0.14 0.12 -0.19
O 0.147 -2.598 0.007 -0.15 0.44 0.28
H 1.951 -6.134 0.482 0.00 0.00 0.00
H 1.978 -4.382 0.636 0.01 0.02 0.01
H 2.875 -5.184 -0.673 0.00 0.00 -0.01
H -0.171 -5.088 -0.341 0.00 -0.03 -0.01
H 0.661 -6.015 -1.592 0.01 0.03 0.00
H -1.464 -4.202 -1.976 -0.01 -0.02 0.00
H -0.591 -5.005 -3.274 0.03 0.00 0.03
H -1.249 -2.010 -3.123 -0.02 0.06 -0.07
H -1.979 -3.204 -4.199 0.03 0.02 0.00
H -0.298 -2.741 -4.419 -0.04 0.02 -0.01
H 2.884 -2.640 -4.053 -0.07 0.05 -0.05



Record 2
59
Properties=species:S:1:pos:R:3:forces:R:3 method="wB97M-V/def2-TZVPD" orbital_gap_ha=0.2746 total_charge=-1 fmax_ev_per_a=0.3 homo_ha=-0.203 e_above_lowest_kcal_mol=14.1 spin_multiplicity=1
Pt -0.068 1.094 -0.177 0.01 0.33 -0.11
N 2.874 3.842 2.231 -0.02 -0.05 0.01
C 1.799 3.234 1.407 0.07 0.02 0.05
C 0.982 4.300 0.679 0.04 0.01 -0.03
P 0.694 2.290 2.596 0.00 0.06 -0.05
O 1.662 1.144 3.167 0.03 -0.02 -0.03
O 0.348 3.241 3.666 -0.01 0.00 0.01
O -0.412 1.620 1.779 -0.02 -0.05 -0.04
P 2.614 2.015 0.299 -0.21 -0.03 0.23
O 2.793 2.533 -1.180 -0.12 0.08 -0.02
O 4.048 1.908 0.912 0.07 0.13 -0.09
O 1.892 0.683 0.315 0.10 -0.18 0.01
H 2.527 3.960 3.181 0.00 0.00 -0.01
H 3.098 4.765 1.876 0.00 0.00 -0.01
H 4.047 2.572 1.661 0.01 -0.06 -0.03
H 0.487 4.929 1.421 -0.01 -0.02 0.00
H 0.228 3.852 0.033 -0.01 0.00 0.00
H 1.636 4.921 0.061 -0.01 -0.01 -0.01
H 1.698 0.389 2.560 -0.01 0.01 0.02
H 2.084 2.161 -1.751 0.07 -0.04 -0.01
O -1.132 -1.499 -0.030 -0.11 -0.08 0.01
N -1.539 -1.976 -1.121 0.00 -0.05 0.00
C -2.807 -2.404 -1.157 0.14 0.11 0.06
C -3.294 -2.983 -2.362 -0.02 -0.04 -0.03
N -3.715 -3.471 -3.317 -0.01 0.02 0.01
C -3.676 -2.290 -0.031 -0.05 -0.05 -0.02
N -4.387 -2.157 0.868 0.01 0.03 0.01
N 0.409 0.905 -2.111 -0.01 -0.10 0.01
C 0.223 0.387 -3.154 -0.04 -0.09 0.08
N 0.151 -0.215 -4.260 -0.02 0.19 -0.06
C -0.420 0.365 -5.314 0.06 -0.03 0.03
N -0.869 0.816 -6.279 -0.02 -0.02 0.00
C -4.710 5.566 1.657 0.00 -0.02 0.01
C -3.561 5.539 0.661 0.01 -0.01 0.01
N -3.998 5.589 -0.731 0.01 0.02 -0.02
C -4.330 6.900 -1.277 0.01 0.00 -0.01
C -3.107 7.628 -1.817 0.01 0.01 -0.02
C -3.935 4.545 -1.602 -0.03 0.01 0.03
O -4.139 4.667 -2.797 0.00 0.00 0.00
C -3.622 3.206 -0.993 0.02 0.00 -0.02
C -4.586 2.468 -0.315 0.00 -0.01 -0.01
C -4.235 1.258 0.253 -0.03 0.01 -0.02
C -2.915 0.848 0.189 -0.01 0.00 -0.03
N -1.997 1.561 -0.471 0.14 0.01 0.00
C -2.344 2.698 -1.088 -0.01 -0.05 0.01
H -4.322 5.485 2.673 -0.01 0.02 0.00
H -5.388 4.729 1.484 0.01 -0.01 0.01
H -5.286 6.490 1.586 0.00 0.00 -0.02
H -2.958 4.646 0.819 -0.01 -0.01 -0.02
H -2.894 6.389 0.831 -0.01 0.00 0.01
H -4.811 7.477 -0.485 0.02 0.01 0.00
H -5.055 6.754 -2.076 -0.01 0.00 0.00
H -2.360 7.787 -1.038 0.00 -0.01 0.01
H -3.388 8.604 -2.216 0.00 0.00 0.01
H -2.656 7.047 -2.621 0.00 0.00 0.00
H -5.601 2.840 -0.244 0.00 0.00 -0.01
H -4.950 0.626 0.758 0.01 -0.02 0.01
H -2.561 -0.065 0.648 0.00 -0.01 0.04
H -1.565 3.203 -1.642 -0.01 0.03 0.03



Record 3
55
Properties=species:S:1:pos:R:3:forces:R:3 method="wB97M-V/def2-TZVPD" orbital_gap_ha="0.2986 / 0.2857" s_squared=0.751 total_charge=0 fmax_ev_per_a=4.2 homo_ha="-0.311 / -0.313" e_above_lowest_kcal_mol=0.0 spin_multiplicity=2
C 2.235 0.170 2.525 -0.28 0.19 -0.29
C 2.253 -0.584 1.323 -0.02 0.31 0.00
C 1.970 0.292 0.245 -0.27 -0.02 0.08
H 2.507 -1.639 1.225 -0.16 0.37 0.10
C 1.758 1.597 0.784 -0.25 -0.19 0.28
C 1.925 1.521 2.196 -0.06 -0.26 -0.32
H 1.595 2.502 0.206 0.08 -0.14 0.15
C -1.459 -2.034 3.008 0.17 0.10 -0.03
C -0.230 -2.494 2.480 0.05 0.32 0.18
C -0.335 -2.503 1.067 -0.32 0.34 -0.34
H 0.642 -2.817 3.045 -0.34 0.08 -0.08
C -1.629 -2.041 0.716 0.55 0.25 0.46
C -2.328 -1.742 1.930 0.23 0.32 -0.41
H 2.022 0.038 -0.814 -0.10 0.08 0.27
H 1.867 2.359 2.888 -0.05 -0.31 -0.17
H 2.463 -0.212 3.518 -0.19 0.12 -0.25
H -3.368 -1.412 1.994 0.44 -0.06 0.09
H 0.398 -2.861 0.347 -0.05 0.19 0.32
H -1.711 -1.944 4.063 0.13 -0.02 -0.31
Yb -0.341 0.175 1.636 2.37 -2.45 2.44
C -2.017 -1.537 -0.660 -0.04 0.33 -0.03
C -3.536 -1.613 -0.843 0.01 -0.05 -0.13
C -1.268 -2.232 -1.799 -0.09 -0.13 -0.22
H -3.872 -2.635 -0.613 0.05 0.32 -0.11
H -3.809 -1.373 -1.880 -0.04 0.00 0.26
H -4.050 -0.910 -0.173 0.07 -0.24 -0.22
H -1.413 -3.321 -1.751 0.00 0.32 0.00
H -0.187 -2.030 -1.793 -0.26 -0.04 0.14
H -1.658 -1.875 -2.762 0.11 -0.10 0.16
C -1.552 -0.042 -0.567 -0.46 0.51 -0.19
C -2.127 1.065 -1.433 -1.42 1.33 1.65
H -0.438 -0.017 -0.618 -0.32 -0.02 -0.24
H -1.978 0.290 0.423 -0.25 -0.11 -1.05
O -3.115 1.646 -0.951 1.48 -1.13 -1.86
N -1.416 1.468 -2.573 -0.88 0.30 -0.18
C -0.281 2.377 -2.269 -0.02 -0.03 0.10
H -2.056 1.924 -3.224 0.10 -0.03 0.33
C 1.022 1.858 -2.808 0.43 -0.27 -0.21
C 2.198 2.586 -2.584 -0.05 -0.35 -0.07
H 2.128 3.554 -2.083 0.15 -0.25 -0.08
C 3.429 2.062 -2.978 -0.23 -0.06 -0.14
H 4.347 2.619 -2.766 -0.32 -0.24 -0.13
C 3.478 0.832 -3.651 -0.18 -0.08 0.03
H 4.441 0.426 -3.966 -0.30 0.12 0.10
C 2.298 0.124 -3.922 0.01 0.40 0.19
H 2.320 -0.825 -4.466 0.09 0.36 0.21
C 1.067 0.641 -3.492 0.38 -0.02 -0.03
H 0.130 0.113 -3.682 0.43 0.12 0.07
H -0.190 2.502 -1.171 -0.10 0.03 -0.47
H -0.490 3.377 -2.691 -0.03 -0.40 0.28
N -0.755 1.001 3.668 0.02 -0.09 0.46
C -0.507 0.949 4.827 -0.22 0.37 0.05
N -0.263 1.087 6.063 -0.10 0.46 -1.32
C -0.128 0.145 6.959 0.26 -1.68 1.94
N 0.013 -0.609 7.846 -0.23 1.13 -1.49